[1]
{"formula": "C4H10O3", "method": "ωB97M-V with the def2-TZVPD basis set", "energy_ev": -10450.9573, "e_homo_ev": -9.8, "orbital_gap_ev": 10.59, "de_lowest_kj_mol": 220.6, "multiplicity": 1, "charge": 0, "elements": ["O", "O", "O", "C", "C", "C", "C", "H", "H", "H", "H", "H", "H", "H", "H", "H", "H"], "coordinates": [[2.8983, -1.0497, 0.5483], [1.0288, 0.2870, 1.7354], [-1.3595, 0.9149, 0.1231], [0.9130, 0.3254, 0.3142], [-2.5531, 0.8978, -0.6267], [1.8244, -0.7524, -0.2845], [-0.4412, -0.1116, -0.1720], [-3.0964, 1.8335, -0.4500], [1.1218, -1.6796, -0.3982], [2.5371, -0.9092, 1.4407], [0.2115, -0.0722, 2.1023], [-3.1697, 0.0589, -0.2960], [1.1202, 1.3544, -0.0075], [2.2171, -0.4043, -1.2547], [-2.3690, 0.8125, -1.7109], [-0.4251, -0.2840, -1.2552], [-0.4580, -1.2213, 0.1919]]}



[2]
{"formula": "C4H10O3", "method": "ωB97M-V with the def2-TZVPD basis set", "energy_ev": -10449.0760, "e_homo_ev": -9.8, "orbital_gap_ev": 10.54, "de_lowest_kj_mol": 402.1, "multiplicity": 1, "charge": 0, "elements": ["O", "O", "O", "C", "C", "C", "C", "H", "H", "H", "H", "H", "H", "H", "H", "H", "H"], "coordinates": [[-1.7430, 0.1282, -0.4161], [-0.3207, -1.7728, -0.0574], [-1.3098, -2.4538, 0.7379], [0.6301, 0.1873, -1.0619], [-0.3125, 0.2155, 1.3626], [1.0603, 1.6886, -0.9956], [-0.4960, -0.3000, 0.0075], [-1.2112, -3.3851, 0.2248], [1.6382, 1.9482, -0.1186], [1.7749, 1.7970, -1.8264], [1.4560, -0.4789, -0.8793], [-1.0892, -0.2575, 2.0665], [0.7809, 0.0179, 1.7633], [-2.3774, -0.3185, 0.1704], [-0.4880, 1.3373, 1.6070], [0.1794, 2.2615, -1.1280], [0.2259, -0.0291, -2.1195]]}



[3]
{"formula": "C4H10O3", "method": "ωB97M-V with the def2-TZVPD basis set", "energy_ev": -10451.8845, "e_homo_ev": -10.0, "orbital_gap_ev": 10.68, "de_lowest_kj_mol": 131.1, "multiplicity": 1, "charge": 0, "elements": ["O", "O", "O", "C", "C", "C", "C", "H", "H", "H", "H", "H", "H", "H", "H", "H", "H"], "coordinates": [[-1.5302, -0.6784, -7.0413], [-1.2127, 1.1131, 2.2216], [0.3580, -1.8278, 0.4969], [0.0621, 1.2703, 2.7982], [1.1762, 0.4367, 0.6476], [1.1206, 0.3578, 2.1716], [0.6711, -0.8051, -0.0423], [2.2262, 0.4673, 0.3366], [-1.4301, 0.1695, 2.2264], [0.9056, -0.6594, 2.5121], [0.0766, 1.0749, 3.8769], [2.0809, 0.6812, 2.5471], [-2.3783, -0.2494, -6.8853], [-1.0385, -0.5198, -6.2293], [0.3331, 2.3185, 2.6836], [0.6610, 1.2739, 0.1949], [0.6586, -0.7195, -1.1427]]}



[4]
{"formula": "C4H10O3", "method": "ωB97M-V with the def2-TZVPD basis set", "energy_ev": -10452.6445, "e_homo_ev": -10.8, "orbital_gap_ev": 11.36, "de_lowest_kj_mol": 57.8, "multiplicity": 1, "charge": 0, "elements": ["O", "O", "O", "C", "C", "C", "C", "H", "H", "H", "H", "H", "H", "H", "H", "H", "H"], "coordinates": [[1.8718, 2.6042, -0.9613], [0.6839, 0.1447, -2.2034], [-1.3445, -0.5066, -1.6215], [0.2339, 0.0701, 0.1362], [-0.7252, -1.6283, 1.8014], [-0.2260, -0.2618, -1.2621], [-0.9066, -0.2688, 1.1392], [1.1421, 2.1070, -1.3445], [2.4042, 2.7929, -1.7406], [1.0391, -0.6634, 0.2972], [0.2068, -1.8027, 2.3415], [-1.8496, -0.2686, 0.5936], [-1.4760, -1.7526, 2.5786], [-1.0351, 0.5409, 1.8516], [-0.9674, -2.3985, 1.0647], [0.6791, 1.0170, 0.3945], [0.2694, 0.2746, -3.0649]]}



[5]
{"formula": "C4H10O3Zn", "method": "ωB97M-V with the def2-TZVPD basis set", "energy_ev": -58859.1654, "e_homo_ev": [-11.2, -14.1], "orbital_gap_ev": [5.26, 8.01], "multiplicity": 2, "charge": 1, "elements": ["Zn", "O", "O", "O", "C", "C", "C", "C", "H", "H", "H", "H", "H", "H", "H", "H", "H", "H"], "coordinates": [[-2.1081, 0.6040, -0.1693], [-1.3315, -0.3699, -1.2862], [1.6669, -0.9589, -1.2712], [-0.8344, 1.4978, 0.8277], [-0.8699, 2.2609, 2.0176], [2.0506, 0.0671, -0.4788], [0.6224, -1.8421, -0.8616], [-0.7712, -1.6239, -1.4363], [-1.4161, -2.3717, -0.9324], [0.0828, 2.7848, 2.1592], [2.0790, -0.0679, 0.6080], [-0.7403, -1.8984, -2.5102], [0.1621, 1.0958, 0.4734], [-1.6581, 3.0184, 1.8895], [2.6264, 0.8193, -1.0266], [0.5657, -1.8035, 0.2412], [0.9803, -2.8449, -1.1302], [-1.1067, 1.6332, 2.8861]]}



[6]
{"formula": "C4H10O4", "method": "ωB97M-V with the def2-TZVPD basis set", "energy_ev": -12496.3136, "e_homo_ev": -9.0, "orbital_gap_ev": 9.32, "de_lowest_kj_mol": 414.1, "multiplicity": 1, "charge": 0, "elements": ["O", "O", "O", "O", "C", "C", "C", "C", "H", "H", "H", "H", "H", "H", "H", "H", "H", "H"], "coordinates": [[-0.8208, 0.5047, 1.0822], [1.3913, -1.1075, -0.3456], [1.5435, -1.9045, 0.8164], [-1.1092, -1.7230, 0.8505], [2.1547, 0.2978, -0.0984], [-2.7751, -0.3568, -0.0544], [1.5244, 1.3136, -1.0128], [-1.3698, -0.6084, 0.4573], [-1.3747, 1.2894, 0.9713], [-3.4267, -0.1144, 0.7853], [-3.1716, -1.2720, -0.4858], [1.2750, 0.8802, -1.9777], [2.2346, 2.1285, -1.1686], [3.1125, -0.0777, -0.4562], [2.3320, 0.6767, 0.9089], [0.6764, 1.7809, -0.5155], [0.6194, -2.1642, 1.0205], [-2.8158, 0.4564, -0.7775]]}



[7]
{"formula": "C4H10O4", "method": "ωB97M-V with the def2-TZVPD basis set", "energy_ev": -12493.1546, "e_homo_ev": [-7.9, -7.9], "orbital_gap_ev": [7.36, 7.36], "de_lowest_kj_mol": 718.9, "multiplicity": 1, "charge": 0, "elements": ["O", "O", "O", "O", "C", "C", "C", "C", "H", "H", "H", "H", "H", "H", "H", "H", "H", "H"], "coordinates": [[-2.2366, -0.6362, -0.2017], [1.2107, 0.6057, 1.2608], [-2.4459, 0.3894, 0.8065], [2.0580, -0.9652, -0.1842], [0.0636, 1.6561, -1.3008], [-0.0238, 0.3238, -1.2407], [0.2072, -1.5453, 1.1949], [1.0397, -0.5165, 0.5609], [-3.1224, 0.9338, 0.3820], [-0.2797, 2.2685, -0.4693], [0.6415, -2.5327, 1.0625], [0.3953, 2.1977, -2.1819], [-0.8019, -1.5114, 0.7291], [2.5629, -0.2318, -0.5678], [0.0523, -1.3204, 2.2498], [0.2983, -0.2685, -2.0960], [1.4323, 1.3512, 0.6790], [-1.0514, -0.1982, -0.6832]]}



[8]
{"formula": "C4H10O4", "method": "ωB97M-V with the def2-TZVPD basis set", "energy_ev": -12499.2447, "e_homo_ev": -10.7, "orbital_gap_ev": 10.99, "de_lowest_kj_mol": 131.3, "multiplicity": 1, "charge": 0, "elements": ["O", "O", "O", "O", "C", "C", "C", "C", "H", "H", "H", "H", "H", "H", "H", "H", "H", "H"], "coordinates": [[-0.3137, 0.2813, -0.9798], [1.1312, -1.4961, 2.9896], [2.6471, 0.0834, 2.3549], [-1.8910, 2.2589, -1.3968], [0.3921, 0.1880, 1.2465], [1.5289, -0.4623, 2.1876], [-0.5287, -0.4827, -2.1732], [0.3835, -0.4906, -0.0880], [-0.6414, 0.1394, 1.6403], [1.4186, -0.5973, -0.4657], [0.3933, -0.4645, -2.7783], [0.6544, 1.2561, 1.1208], [0.2082, -1.7171, 2.6874], [-2.0377, 2.9654, -0.7278], [-0.7476, -1.5279, -1.8969], [-0.0266, -1.5079, 0.0617], [-1.3606, -0.0997, -2.7878], [-1.2101, 1.6736, -0.9943]]}



- What is the charge in the fifth record?
  +1



Please write out number 5 again, unchanged.
{"formula": "C4H10O3Zn", "method": "ωB97M-V with the def2-TZVPD basis set", "energy_ev": -58859.1654, "e_homo_ev": [-11.2, -14.1], "orbital_gap_ev": [5.26, 8.01], "multiplicity": 2, "charge": 1, "elements": ["Zn", "O", "O", "O", "C", "C", "C", "C", "H", "H", "H", "H", "H", "H", "H", "H", "H", "H"], "coordinates": [[-2.1081, 0.6040, -0.1693], [-1.3315, -0.3699, -1.2862], [1.6669, -0.9589, -1.2712], [-0.8344, 1.4978, 0.8277], [-0.8699, 2.2609, 2.0176], [2.0506, 0.0671, -0.4788], [0.6224, -1.8421, -0.8616], [-0.7712, -1.6239, -1.4363], [-1.4161, -2.3717, -0.9324], [0.0828, 2.7848, 2.1592], [2.0790, -0.0679, 0.6080], [-0.7403, -1.8984, -2.5102], [0.1621, 1.0958, 0.4734], [-1.6581, 3.0184, 1.8895], [2.6264, 0.8193, -1.0266], [0.5657, -1.8035, 0.2412], [0.9803, -2.8449, -1.1302], [-1.1067, 1.6332, 2.8861]]}